A | The following is a DFT calculation (ωB97M-V/def2-TZVPD) of an isolated ion of composition C3H8NOS and charge -1.

## Properties
- Net charge: -1
- Orbital gap: 5.61 eV
- Multiplicity: 1
- SMILES: N[C@@H](C[O-])CS
- E_LUMO: 3.32 eV

Last columns: bonded neighbours and bond lengths (Å).
Geometry (Å):
1 N 0.783 -1.016 -0.978  C2 1.505, H7 1.038, H8 1.003
2 C -0.242 -0.063 -0.426  N1 1.505, C3 1.437, C5 1.658, H9 1.208
3 C -1.179 -0.786 0.389  C2 1.437, O4 1.379, H10 1.146, H11 1.162
4 O -2.106 0.095 0.906  C3 1.379
5 C 0.343 1.114 0.586  C2 1.658, S6 1.851, H12 1.101, H13 1.118
6 S 1.708 2.163 -0.092  C5 1.851, H14 1.360
7 H 0.284 -1.926 -0.943  N1 1.038
8 H 1.040 -0.819 -1.927  N1 1.003
9 H -0.786 0.298 -1.443  C2 1.208
10 H -1.790 -1.567 -0.186  C3 1.146
11 H -0.782 -1.513 1.204  C3 1.162
12 H -0.496 1.805 0.756  C5 1.101
13 H 0.631 0.891 1.643  C5 1.118
14 H 2.593 1.324 0.510  S6 1.360

=====

B | The following is a DFT calculation (ωB97M-V/def2-TZVPD) of an isolated ion of composition C3H8NOS and charge -1.

## Properties
- Net charge: -1
- Orbital gap: 5.77 eV
- Multiplicity: 1
- SMILES: [O-]CNCCS
- E_LUMO: 3.15 eV

Last columns: bonded neighbours and bond lengths (Å).
Geometry (Å):
1 O 0.651 -1.879 1.405  C2 1.306
2 C -0.329 -1.060 1.681  O1 1.306, N3 1.537, H7 1.136, H8 1.132
3 N -1.096 -0.445 0.499  C2 1.537, C4 1.477, H9 1.016
4 C -0.315 0.642 -0.127  N3 1.477, C5 1.510, H10 1.098, H11 1.090
5 C 0.333 0.293 -1.445  C4 1.510, S6 1.867, H12 1.107, H13 1.099
6 S 1.279 1.675 -2.270  C5 1.867, H14 1.343
7 H 0.005 -0.147 2.268  C2 1.136
8 H -1.180 -1.500 2.284  C2 1.132
9 H -1.227 -1.229 -0.134  N3 1.016
10 H 0.519 0.790 0.571  C4 1.098
11 H -0.962 1.516 -0.206  C4 1.090
12 H -0.415 -0.222 -2.078  C5 1.107
13 H 1.028 -0.556 -1.370  C5 1.099
14 H 1.709 2.121 -1.079  S6 1.343

=====

Most stable structure, least stable structure: B, A.

=====

A | The following is a DFT calculation (ωB97M-V/def2-TZVPD) of one molecule with the formula C4H6ClF.

## Properties
- Net charge: 0
- Orbital gap: 10.26 eV
- Multiplicity: 1
- SMILES: C/C(=C\Cl)CF
- E_LUMO: 0.90 eV

Last columns: bonded neighbours and bond lengths (Å).
Geometry (Å):
1 C -1.118 -1.101 -1.078  C2 1.532, H7 1.098, H8 1.089, H9 1.108
2 C 0.143 -0.497 -0.452  C1 1.532, C3 1.319, C5 1.440
3 C 0.092 0.515 0.392  C2 1.319, Cl4 1.786, H10 1.077
4 Cl -1.452 1.245 0.916  C3 1.786
5 C 1.446 -1.092 -0.604  C2 1.440, F6 1.402, H11 1.120, H12 1.092
6 F 2.400 -0.220 -0.060  C5 1.402
7 H -1.880 -0.346 -1.312  C1 1.098
8 H -1.549 -1.847 -0.413  C1 1.089
9 H -0.902 -1.617 -2.036  C1 1.108
10 H 0.963 1.052 0.729  C3 1.077
11 H 1.424 -1.973 0.087  C5 1.120
12 H 1.641 -1.412 -1.630  C5 1.092

=====

B | The following is a DFT calculation (ωB97M-V/def2-TZVPD) of one molecule with the formula C4H6ClF.

## Properties
- Net charge: 0
- Orbital gap: 10.31 eV
- Multiplicity: 1
- SMILES: FCC/C=C/Cl
- E_LUMO: 1.01 eV

Last columns: bonded neighbours and bond lengths (Å).
Geometry (Å):
1 F 0.938 1.021 -1.578  C2 1.395
2 C 1.330 0.537 -0.329  F1 1.395, C3 1.501, H7 1.054, H8 1.135
3 C 0.632 -0.781 -0.155  C2 1.501, C4 1.488, H9 1.152, H10 1.044
4 C -0.757 -0.246 -0.131  C3 1.488, C5 1.315, H11 1.090
5 C -1.650 -0.191 0.833  C4 1.315, Cl6 1.721, H12 1.054
6 Cl -3.210 0.529 0.726  C5 1.721
7 H 2.366 0.555 -0.137  C2 1.054
8 H 0.844 1.306 0.350  C2 1.135
9 H 1.089 -1.359 0.730  C3 1.152
10 H 0.651 -1.218 -1.103  C3 1.044
11 H -0.759 0.387 -1.018  C4 1.090
12 H -1.473 -0.539 1.812  C5 1.054

=====

C | The following is a DFT calculation (ωB97M-V/def2-TZVPD) of one molecule with the formula C4H6ClF.

## Properties
- Net charge: 0
- Orbital gap: 11.03 eV
- Multiplicity: 1
- SMILES: C[C@@H]1C[C@@]1(F)Cl
- E_LUMO: 0.98 eV

Last columns: bonded neighbours and bond lengths (Å).
Geometry (Å):
1 C 1.845 -1.556 -0.240  C2 1.541, H7 1.291, H8 1.178, H9 1.176
2 C 1.091 -0.335 0.322  C1 1.541, C3 1.604, C4 1.452, H10 1.247
3 C -0.205 -0.929 1.056  C2 1.604, C4 1.513, H11 1.143, H12 1.169
4 C -0.245 0.071 -0.078  C2 1.452, C3 1.513, F5 1.284, Cl6 1.812
5 F -0.675 -0.630 -1.065  C4 1.284
6 Cl -0.938 1.738 0.080  C4 1.812
7 H 2.263 -1.294 -1.434  C1 1.291
8 H 2.640 -1.615 0.627  C1 1.178
9 H 1.138 -2.476 -0.428  C1 1.176
10 H 1.890 0.617 0.431  C2 1.247
11 H -0.212 -1.955 0.550  C3 1.143
12 H -0.601 -0.648 2.120  C3 1.169

=====

Most stable structure, least stable structure: A, C.